Record 1
{
  "formula": "C35H49N5O7",
  "method": "wB97M-V/def2-TZVPD",
  "species": ["C", "C", "C", "N", "C", "H", "H", "H", "H", "H", "C", "C", "C", "N", "C", "H", "H", "H", "H", "H", "C", "C", "C", "N", "C", "H", "H", "H", "H", "H", "C", "C", "C", "N", "C", "H", "H", "H", "H", "H", "C", "C", "C", "N", "C", "H", "H", "H", "H", "H", "O", "C", "C", "C", "C", "O", "H", "H", "H", "H", "H", "H", "O", "C", "C", "C", "C", "O", "H", "H", "H", "H", "H", "H", "O", "C", "C", "C", "C", "O", "H", "H", "H", "H", "H", "H", "C", "C", "C", "O", "H", "H", "H", "H", "H", "H"],
  "positions_angstrom": [[4.333, 2.734, 7.882], [4.982, 1.941, 6.946], [5.665, 2.816, 6.054], [5.375, 4.078, 6.414], [4.578, 3.985, 7.493], [3.947, 2.312, 8.798], [5.007, 0.863, 6.886], [6.222, 2.661, 5.142], [5.666, 4.925, 5.945], [4.246, 4.895, 7.971], [1.613, -3.727, -3.896], [1.334, -4.340, -5.036], [0.596, -3.490, -5.803], [0.558, -2.204, -5.204], [1.150, -2.429, -3.952], [2.200, -4.032, -3.043], [1.610, -5.352, -5.293], [0.165, -3.784, -6.749], [0.249, -1.380, -5.699], [1.217, -1.565, -3.308], [1.765, -0.289, 1.574], [0.435, -0.657, 1.111], [-0.255, 0.447, 0.618], [0.682, 1.549, 0.787], [1.839, 1.144, 1.540], [2.407, -1.048, 1.997], [0.006, -1.629, 1.308], [-1.298, 0.458, 0.338], [0.446, 2.518, 0.630], [2.586, 1.844, 1.886], [-3.526, -8.190, -1.854], [-3.092, -7.095, -1.013], [-2.799, -5.989, -1.860], [-2.943, -6.473, -3.118], [-3.367, -7.738, -3.194], [-3.853, -9.113, -1.398], [-3.203, -7.128, 0.060], [-2.409, -4.989, -1.739], [-2.605, -5.986, -3.936], [-3.529, -8.226, -4.144], [1.171, -4.703, 5.676], [0.156, -5.596, 6.135], [0.175, -6.618, 5.234], [1.000, -6.373, 4.254], [1.703, -5.206, 4.517], [1.524, -3.857, 6.247], [-0.375, -5.420, 7.059], [-0.391, -7.528, 5.101], [0.951, -6.984, 3.452], [2.587, -4.922, 3.966], [-4.798, 1.785, -6.044], [-5.361, 1.095, -5.155], [-6.842, 0.728, -4.887], [-6.764, 0.439, -3.414], [-5.348, -0.135, -3.263], [-4.551, 0.571, -4.102], [-7.354, 1.666, -5.102], [-7.054, -0.064, -5.606], [-6.879, 1.359, -2.841], [-7.551, -0.228, -3.062], [-4.882, -0.125, -2.278], [-5.362, -1.202, -3.485], [-2.016, 7.779, -4.656], [-1.618, 6.661, -4.879], [-0.859, 6.137, -6.056], [0.079, 5.163, -5.405], [-0.908, 4.562, -4.420], [-1.746, 5.593, -4.034], [-1.611, 5.770, -6.754], [-0.287, 6.910, -6.570], [0.522, 4.293, -5.891], [0.836, 5.655, -4.794], [-1.440, 3.662, -4.726], [-0.424, 4.310, -3.476], [-3.059, 4.068, 5.025], [-2.255, 3.242, 5.595], [-2.494, 2.599, 7.018], [-1.300, 1.608, 7.152], [-0.612, 1.577, 5.803], [-1.090, 2.782, 5.037], [-2.434, 3.218, 7.913], [-3.450, 2.087, 7.116], [-0.640, 1.826, 7.992], [-1.699, 0.603, 7.284], [0.459, 1.587, 6.003], [-0.826, 0.660, 5.254], [4.973, 2.210, -3.899], [5.149, 3.269, -2.830], [6.215, 2.819, -1.905], [4.482, 4.184, -2.652], [5.883, 2.131, -4.493], [4.230, 2.500, -4.642], [4.807, 1.211, -3.498], [5.722, 2.328, -1.066], [6.687, 3.769, -1.657], [6.965, 2.226, -2.429]],
  "homo_lumo_gap_ev": 8.4,
  "relative_energy_kcal_mol": 116.8,
  "homo_energy_ev": -8.2,
  "e_lumo_ev": 0.16,
  "spin_multiplicity": 1,
  "charge": 0,
  "max_force_ha_per_bohr": 0.129,
  "smiles": "c1cc[nH]c1.c1cc[nH]c1.c1cc[nH]c1.c1cc[nH]c1.c1cc[nH]c1.O=C1CCCO1.O=C1CCCO1.O=C1CCCO1.CC(C)=O"
}


Record 2
{
  "formula": "C35H50AsBrHfN5O8P3S",
  "method": "wB97M-V/def2-TZVPD",
  "species": ["Hf", "C", "N", "C", "P", "O", "O", "P", "O", "N", "C", "C", "N", "C", "C", "N", "C", "C", "H", "H", "H", "H", "H", "H", "H", "H", "H", "H", "H", "H", "H", "H", "H", "H", "H", "H", "H", "H", "H", "H", "H", "H", "Br", "C", "C", "C", "C", "C", "N", "C", "O", "O", "H", "H", "H", "S", "C", "C", "C", "C", "C", "C", "As", "C", "C", "C", "C", "C", "C", "C", "C", "C", "C", "C", "C", "H", "H", "H", "H", "H", "H", "H", "H", "H", "H", "H", "H", "H", "H", "C", "O", "P", "O", "C", "O", "C", "H", "H", "H", "H", "H", "H", "H", "H", "H"],
  "positions_angstrom": [[-0.093, 0.280, 0.333], [3.710, -3.884, -0.689], [2.596, -2.944, -0.793], [2.466, -2.324, -2.103], [1.756, -2.620, 0.555], [0.576, -1.721, 0.265], [2.737, -1.923, 1.611], [2.690, -0.486, 2.354], [1.470, 0.244, 1.874], [2.563, -0.798, 3.946], [3.615, -1.556, 4.612], [1.722, -0.028, 4.851], [4.167, 0.106, 2.025], [4.633, 1.256, 2.800], [4.809, 0.001, 0.717], [1.297, -3.980, 1.327], [1.959, -4.578, 2.474], [0.524, -4.928, 0.531], [4.642, -3.385, -0.958], [3.554, -4.728, -1.363], [3.808, -4.260, 0.328], [3.370, -1.764, -2.351], [1.635, -1.630, -2.099], [2.309, -3.103, -2.851], [4.225, -2.078, 3.880], [3.162, -2.286, 5.283], [4.261, -0.896, 5.195], [1.076, 0.637, 4.286], [2.342, 0.574, 5.521], [1.113, -0.703, 5.454], [4.185, 1.254, 3.791], [4.382, 2.193, 2.299], [5.715, 1.185, 2.909], [4.618, 0.891, 0.115], [4.432, -0.868, 0.181], [5.882, -0.116, 0.871], [2.496, -3.821, 3.038], [2.653, -5.364, 2.165], [1.203, -5.021, 3.124], [-0.012, -4.405, -0.260], [-0.214, -5.410, 1.172], [1.164, -5.695, 0.090], [-1.381, -2.438, 2.897], [-1.524, -0.654, 3.509], [-2.044, -0.416, 4.777], [-2.063, 0.890, 5.236], [-1.527, 1.892, 4.432], [-1.052, 1.546, 3.181], [-1.079, 0.293, 2.702], [-0.378, 2.560, 2.276], [0.065, 3.590, 2.703], [-0.320, 2.143, 1.038], [-2.409, -1.237, 5.375], [-2.467, 1.117, 6.212], [-1.459, 2.923, 4.748], [1.872, 0.838, -1.060], [1.536, 1.883, -2.460], [2.631, 2.276, -3.230], [2.461, 3.132, -4.303], [1.200, 3.620, -4.620], [0.112, 3.234, -3.861], [0.270, 2.354, -2.791], [-1.252, 1.854, -1.720], [-2.510, 1.130, -3.014], [-3.826, 0.907, -2.613], [-4.755, 0.386, -3.498], [-4.373, 0.065, -4.792], [-3.066, 0.276, -5.197], [-2.136, 0.810, -4.314], [-1.979, 3.633, -1.346], [-1.249, 4.483, -0.515], [-1.683, 5.779, -0.293], [-2.841, 6.245, -0.898], [-3.560, 5.413, -1.738], [-3.133, 4.111, -1.966], [3.617, 1.918, -2.973], [3.320, 3.431, -4.886], [1.071, 4.303, -5.446], [-0.873, 3.627, -4.092], [-4.141, 1.170, -1.606], [-5.779, 0.240, -3.183], [-5.098, -0.333, -5.488], [-2.769, 0.041, -6.209], [-1.124, 0.990, -4.653], [-0.331, 4.145, -0.046], [-1.109, 6.427, 0.352], [-3.175, 7.258, -0.723], [-4.453, 5.775, -2.227], [-3.699, 3.493, -2.647], [-4.590, -3.023, -1.406], [-3.632, -1.945, -1.445], [-2.238, -2.071, -0.677], [-2.253, -0.632, 0.241], [-3.483, -0.337, 0.951], [-1.238, -1.303, -1.717], [-0.923, -2.012, -2.930], [-5.527, -2.603, -1.759], [-4.713, -3.400, -0.392], [-4.274, -3.827, -2.069], [-4.266, -0.133, 0.223], [-3.307, 0.541, 1.568], [-3.763, -1.185, 1.579], [-1.840, -2.199, -3.490], [-0.411, -2.949, -2.703], [-0.274, -1.362, -3.515]],
  "homo_lumo_gap_ev": 7.5,
  "relative_energy_kcal_mol": 0.0,
  "homo_energy_ev": -12.5,
  "e_lumo_ev": -5.05,
  "spin_multiplicity": 1,
  "charge": 2,
  "max_force_ha_per_bohr": 0.015
}


Record 3
{
  "formula": "C35H50BBr2F4NO4PPtS3Si2Te",
  "method": "wB97M-V/def2-TZVPD",
  "species": ["Pt", "Br", "C", "C", "C", "Br", "C", "C", "C", "C", "N", "C", "C", "O", "H", "H", "H", "H", "F", "B", "F", "F", "F", "O", "S", "C", "C", "C", "C", "C", "C", "C", "C", "C", "C", "C", "C", "H", "H", "H", "H", "H", "H", "H", "H", "H", "H", "C", "Si", "C", "C", "C", "Te", "C", "Si", "C", "C", "C", "H", "H", "H", "H", "H", "H", "H", "H", "H", "H", "H", "H", "H", "H", "H", "H", "H", "H", "H", "H", "H", "H", "C", "C", "C", "O", "P", "S", "S", "O", "C", "C", "C", "H", "H", "H", "H", "H", "H", "H", "H", "H", "H", "H", "H", "H", "H"],
  "positions_angstrom": [[-1.812, -0.077, 0.380], [-2.092, 4.000, -2.749], [-2.542, 3.935, -0.923], [-3.094, 5.044, -0.282], [-3.418, 4.996, 1.051], [-4.099, 6.557, 1.879], [-3.229, 3.811, 1.793], [-3.533, 3.645, 3.161], [-3.318, 2.437, 3.774], [-2.799, 1.371, 3.027], [-2.484, 1.516, 1.757], [-2.672, 2.696, 1.123], [-2.275, 2.742, -0.248], [-1.679, 1.740, -0.811], [-3.266, 5.954, -0.840], [-3.952, 4.477, 3.710], [-3.539, 2.300, 4.822], [-2.646, 0.390, 3.462], [0.041, -2.167, 1.680], [-0.970, -2.440, 2.668], [-2.165, -1.791, 2.212], [-1.157, -3.777, 2.808], [-0.555, -1.801, 3.853], [1.908, 0.401, 0.122], [1.433, 0.307, -1.309], [2.749, 1.036, -2.310], [2.377, 1.746, -3.439], [3.365, 2.175, -4.316], [4.696, 1.894, -4.050], [5.053, 1.203, -2.897], [4.076, 0.767, -2.019], [1.836, -1.376, -1.823], [1.647, -1.730, -3.153], [1.891, -3.035, -3.540], [2.310, -3.973, -2.602], [2.504, -3.601, -1.280], [2.271, -2.291, -0.885], [1.330, 1.946, -3.639], [3.098, 2.722, -5.210], [5.463, 2.203, -4.747], [6.092, 0.985, -2.686], [4.335, 0.202, -1.132], [1.318, -0.988, -3.870], [1.760, -3.320, -4.576], [2.481, -4.999, -2.900], [2.827, -4.331, -0.551], [2.419, -1.978, 0.139], [4.411, -0.628, 1.746], [3.367, -1.153, 3.227], [4.433, -1.023, 4.788], [2.781, -2.936, 3.121], [2.025, 0.173, 3.615], [0.402, 0.668, 2.316], [0.483, 2.752, 2.755], [1.670, 3.774, 1.645], [1.149, 3.600, -0.161], [3.425, 3.156, 1.924], [1.424, 5.547, 2.241], [4.929, -1.487, 1.314], [5.168, 0.102, 2.037], [3.791, -0.183, 0.974], [5.259, -1.734, 4.724], [3.854, -1.265, 5.681], [4.856, -0.026, 4.914], [3.631, -3.582, 2.892], [2.021, -3.104, 2.360], [2.363, -3.262, 4.074], [2.505, 1.128, 3.822], [1.488, -0.154, 4.508], [0.770, 2.852, 3.803], [-0.525, 3.154, 2.641], [2.015, 3.395, -0.793], [0.676, 4.508, -0.538], [0.446, 2.776, -0.289], [3.508, 2.110, 1.626], [3.733, 3.240, 2.968], [4.136, 3.730, 1.329], [0.387, 5.868, 2.127], [2.047, 6.237, 1.668], [1.694, 5.659, 3.292], [-3.740, -2.571, -4.765], [-3.776, -1.545, -3.650], [-4.723, -0.393, -3.926], [-4.206, -2.251, -2.447], [-3.602, -2.018, -1.007], [-4.302, -0.360, -0.104], [-1.571, -1.873, -1.169], [-4.143, -3.221, -0.176], [-3.998, -4.671, -0.389], [-4.834, -5.137, -1.567], [-2.539, -5.065, -0.517], [-3.439, -2.091, -5.696], [-4.725, -3.016, -4.906], [-3.026, -3.359, -4.526], [-2.769, -1.158, -3.472], [-5.734, -0.770, -4.087], [-4.395, 0.138, -4.819], [-4.730, 0.303, -3.088], [-4.412, -5.067, 0.537], [-4.387, -4.825, -2.509], [-5.842, -4.729, -1.505], [-4.891, -6.224, -1.551], [-2.125, -4.726, -1.469], [-2.449, -6.149, -0.470], [-1.950, -4.636, 0.294]],
  "homo_lumo_gap_ev": [4.3, 4.3],
  "relative_energy_kcal_mol": 37.9,
  "homo_energy_ev": [-10.1, -10.1],
  "e_lumo_ev": [-5.84, -5.82],
  "spin_multiplicity": 1,
  "charge": 1,
  "max_force_ha_per_bohr": 0.044
}


Record 4
{
  "formula": "C35H50N4O5",
  "method": "wB97M-V/def2-TZVPD",
  "species": ["C", "C", "C", "N", "C", "C", "H", "H", "H", "H", "H", "C", "C", "C", "N", "C", "C", "H", "H", "H", "H", "H", "C", "C", "C", "N", "C", "C", "H", "H", "H", "H", "H", "C", "C", "C", "N", "C", "C", "H", "H", "H", "H", "H", "C", "C", "C", "O", "H", "H", "H", "H", "H", "H", "C", "C", "C", "O", "H", "H", "H", "H", "H", "H", "C", "C", "C", "O", "H", "H", "H", "H", "H", "H", "C", "C", "C", "O", "H", "H", "H", "H", "H", "H", "C", "C", "C", "O", "H", "H", "H", "H", "H", "H"],
  "positions_angstrom": [[-20.507, 6.951, 2.301], [-19.294, 6.794, 1.618], [-19.054, 7.567, 0.477], [-20.009, 8.452, -0.048], [-21.134, 8.593, 0.623], [-21.465, 7.835, 1.820], [-20.607, 6.499, 3.277], [-18.580, 6.107, 2.049], [-18.116, 7.455, -0.047], [-21.928, 9.225, 0.254], [-22.400, 8.124, 2.277], [-20.473, 12.105, 2.102], [-20.842, 11.121, 3.071], [-22.069, 11.193, 3.685], [-22.952, 12.193, 3.466], [-22.554, 13.149, 2.573], [-21.403, 13.121, 1.774], [-19.460, 11.986, 1.748], [-20.145, 10.349, 3.362], [-22.455, 10.459, 4.377], [-23.128, 14.037, 2.358], [-21.205, 13.881, 1.032], [-18.646, 12.728, -5.264], [-18.912, 13.955, -4.667], [-18.696, 15.088, -5.414], [-18.127, 15.042, -6.654], [-18.001, 13.815, -7.213], [-18.115, 12.621, -6.545], [-18.680, 11.840, -4.651], [-19.235, 13.997, -3.637], [-18.845, 16.087, -5.031], [-17.555, 13.704, -8.190], [-17.934, 11.634, -6.944], [-18.064, 9.129, -4.547], [-19.186, 8.945, -3.711], [-20.397, 8.553, -4.330], [-20.562, 8.494, -5.734], [-19.448, 8.777, -6.455], [-18.219, 9.132, -5.902], [-17.099, 9.341, -4.111], [-19.142, 8.947, -2.632], [-21.271, 8.412, -3.711], [-19.564, 8.733, -7.528], [-17.405, 9.352, -6.577], [-15.083, 5.743, 1.733], [-14.819, 6.945, 0.881], [-13.427, 7.135, 0.318], [-15.675, 7.803, 0.661], [-16.018, 5.303, 1.385], [-15.107, 5.972, 2.798], [-14.273, 5.023, 1.623], [-13.420, 7.897, -0.461], [-13.007, 6.248, -0.156], [-12.718, 7.384, 1.107], [-16.596, 16.055, -3.033], [-15.191, 16.583, -2.963], [-14.136, 15.734, -3.640], [-14.870, 17.525, -2.282], [-16.991, 16.452, -3.968], [-17.220, 16.483, -2.249], [-16.618, 14.966, -2.999], [-13.955, 15.076, -2.789], [-13.286, 16.384, -3.849], [-14.487, 15.264, -4.558], [-16.454, 15.917, 0.435], [-17.978, 16.072, 0.496], [-18.764, 14.980, 1.247], [-18.505, 17.120, 0.090], [-16.056, 16.900, 0.184], [-16.185, 15.228, -0.365], [-16.230, 15.601, 1.454], [-18.252, 14.699, 2.168], [-19.027, 14.134, 0.613], [-19.650, 15.511, 1.594], [-16.764, 7.886, 4.572], [-16.814, 9.171, 3.741], [-15.462, 9.764, 3.303], [-17.951, 9.603, 3.403], [-16.173, 7.069, 4.157], [-17.772, 7.507, 4.740], [-16.303, 8.121, 5.531], [-15.267, 9.469, 2.272], [-14.781, 9.231, 3.966], [-15.370, 10.849, 3.356], [-16.479, 12.093, 0.715], [-17.102, 11.941, -0.682], [-17.278, 10.537, -1.225], [-17.377, 12.941, -1.339], [-15.500, 11.621, 0.636], [-17.057, 11.635, 1.517], [-16.320, 13.144, 0.958], [-18.033, 9.969, -0.682], [-16.376, 9.926, -1.226], [-17.575, 10.556, -2.274]],
  "homo_lumo_gap_ev": 9.1,
  "relative_energy_kcal_mol": 34.1,
  "homo_energy_ev": -9.1,
  "e_lumo_ev": 0.01,
  "spin_multiplicity": 1,
  "charge": 0,
  "max_force_ha_per_bohr": 0.075,
  "smiles": "c1ccncc1.c1ccncc1.c1ccncc1.c1ccncc1.CC(C)=O.CC(C)=O.CC(C)=O.CC(C)=O.CC(C)=O"
}


What is the formula in the fourth record?
C35H50N4O5